Entry 1:
Here is C19H38Br2CaCl4FMgN2NaO11 as an isolated structure in a non-equilibrium geometry from the OMol25 dataset. Energies are from wB97M-V/def2-TZVPD.

Structure (XYZ):
```
80
Properties=species:S:1:pos:R:3:forces:R:3
Br -8.3832 4.7265 4.1124 1.57 1.39 -1.22
Br -5.0713 3.5765 2.9572 -0.05 0.10 0.30
Ca 3.9131 -2.5600 -4.9424 1.03 -4.47 -1.77
Cl -4.9366 1.8459 -0.0987 -3.87 1.04 -1.21
Cl -5.0107 -5.6482 2.2006 0.00 -0.04 -0.11
Cl -7.4026 -7.2856 2.4855 0.39 0.03 -0.02
Cl -5.1749 -7.6284 4.3303 0.00 0.04 -0.25
Mg 10.5131 -1.5929 -0.4280 0.93 -0.41 0.17
Na -2.0869 -3.7497 2.1593 2.79 -1.47 4.21
F 7.5131 -4.6625 1.7274 -0.01 -0.48 0.57
O 7.4048 4.0776 -4.2122 0.31 -0.54 0.67
O -5.6912 9.0483 4.8126 -0.20 -1.00 -0.73
O -2.1320 -1.4201 0.3520 -0.17 -5.39 -1.87
O 7.2490 4.5376 -2.0606 -0.93 0.97 2.26
O 8.7432 3.1353 -2.6183 0.93 -1.38 -0.29
O -9.4656 3.1568 5.3272 -1.32 0.54 0.31
O -9.0950 1.2720 6.2961 0.08 0.30 -0.27
O -11.1001 1.8205 5.7411 0.55 0.62 -0.17
O -1.7561 -3.7619 -0.7850 -1.81 4.20 1.93
O -3.3858 -3.3849 0.9561 3.27 3.34 -7.27
O 6.9823 -2.1147 -0.8401 2.47 1.57 1.64
N -1.3551 1.1244 0.9176 -0.41 1.13 -1.05
N -9.8868 2.0831 5.7881 -0.51 -2.85 1.15
C -2.4275 -2.8477 0.1523 -4.35 -0.13 1.89
C -0.1480 -2.1653 -2.0721 -1.15 0.98 0.48
C -6.2701 8.0989 4.0929 -1.67 0.57 0.80
C 6.9672 0.5060 -0.9959 0.45 -0.12 -0.18
C 4.6583 0.3319 -2.3995 0.23 -0.58 0.55
C -2.8780 0.9612 0.7763 1.94 -0.78 1.44
C -7.9222 3.2726 2.8968 -0.01 -0.10 0.02
C 2.7793 -0.4754 -4.2636 0.55 0.99 1.72
C 7.6970 -3.1826 -0.0712 -1.18 -0.23 0.52
C -6.6791 2.5473 3.3584 0.17 -0.11 -0.05
C 3.9635 -0.9573 -3.1888 -0.55 0.80 0.85
C -3.3216 -0.6504 0.7482 -1.31 2.36 0.58
C -5.6406 -7.2377 2.6661 -0.21 -0.33 0.16
C 0.5659 -1.9689 -3.5351 0.12 1.21 0.38
C 7.6602 -0.8563 -0.3941 -1.80 0.06 0.08
C 7.8292 3.8769 -3.0523 0.02 -0.34 -3.23
C 1.3489 -0.4932 -3.4631 0.01 -0.36 0.98
C -1.4875 -3.1310 -2.0880 1.45 -0.03 -2.71
C 6.3193 0.2928 -2.5116 0.02 0.86 0.21
H 6.6922 -0.7083 -3.0195 -0.81 1.92 1.27
H 1.3573 -2.8283 -3.7797 -1.77 1.52 0.51
H 8.8175 -3.1930 -0.4110 -1.38 -0.28 0.19
H 7.7900 1.3472 -1.0435 -1.56 -1.60 -0.11
H -2.4414 -2.6052 -2.5637 2.01 -0.96 1.45
H -1.2164 2.1307 1.2327 -0.19 -1.72 -0.45
H 0.5836 -2.5064 -1.2104 -1.34 0.49 -1.98
H -0.9658 1.1246 -0.0709 -0.53 -0.02 1.63
H -3.3518 1.4513 1.7559 1.04 -1.20 -2.43
H -6.6682 2.3432 4.4319 -0.18 0.12 -0.22
H -6.0513 8.0799 3.0116 0.82 0.09 -0.40
H -5.2057 -7.9886 2.0014 -0.14 0.29 0.22
H 4.2208 1.3711 -2.7497 0.90 -2.27 0.43
H -0.5382 -1.0859 -1.7461 0.94 -2.29 -0.66
H 6.6839 1.1910 -3.1921 -0.75 -1.81 1.44
H 7.1491 -4.2279 -0.2279 1.54 2.50 0.32
H 3.4867 -1.6788 -2.3726 0.97 1.17 -1.73
H 0.6294 0.3993 -3.7449 1.55 -1.99 0.28
H 2.8019 -1.2526 -5.1389 -2.44 3.84 0.54
H -7.3731 8.0771 4.0784 -0.23 0.69 0.11
H 6.1438 0.8980 -0.2265 1.73 -1.05 -1.75
H -6.0488 7.0527 4.3644 1.05 -0.69 0.08
H 7.6366 -0.7792 0.7785 0.22 -0.31 -2.17
H -1.2275 -4.0200 -2.8411 -0.74 1.64 2.00
H -3.6615 -0.9276 1.8331 0.54 0.20 -2.27
H -8.7869 2.6025 2.9138 0.08 0.20 0.15
H -6.5571 1.6064 2.8127 -0.12 0.24 -0.03
H 4.7920 -1.6164 -3.7349 0.15 2.86 2.77
H -0.2328 -1.8684 -4.3873 1.56 -0.60 1.60
H 4.3541 0.2069 -1.2649 0.64 0.24 -2.38
H -4.1366 -0.7922 -0.0795 1.39 0.20 1.92
H 1.5924 -0.3435 -2.3047 -0.29 -0.11 -2.58
H 8.7995 -0.9828 -0.7191 -2.44 0.82 0.08
H 3.1045 0.6219 -4.6030 -0.86 -2.68 0.29
H -7.8250 3.7088 1.8991 0.10 -0.07 0.21
H 7.6790 -2.9551 1.0879 -0.02 -0.78 -2.36
H -3.2643 1.5147 -0.1992 1.36 -1.35 1.85
H 7.8394 4.1150 -1.4041 -0.59 0.79 0.74
```
Positions in Å, forces in eV/Å.

Summary:
Total charge: 0
Maximum force in eV/Å: 8.6
HOMO level in Ha: -0.2453
Frontier orbital gap in eV: 1.39

Entry 2:
Here is C19H38BrN6O3PPtS as an isolated structure in a non-equilibrium geometry from the OMol25 dataset. Energies are from wB97M-V/def2-TZVPD.

Structure (XYZ):
```
70
Properties=species:S:1:pos:R:3:forces:R:3
Pt -0.7459 0.2066 0.2832 0.17 0.69 0.47
Br -3.4883 -5.1465 -2.4190 -0.10 -0.19 -0.08
S -1.0360 1.8024 -1.4651 -0.18 -0.05 -0.14
P 1.3413 -0.0406 -0.7672 -0.19 -0.25 -0.04
O 1.9676 -0.8528 0.3626 0.11 -0.12 0.06
O 2.0173 1.3107 -0.8896 -0.03 0.05 0.03
O 1.1196 -0.8738 -2.0182 0.05 0.10 -0.01
N -3.6549 2.0976 -0.5634 -0.09 0.07 0.06
N -1.4878 -1.4196 -0.5858 -0.42 -0.22 -0.23
N 0.5664 0.8784 2.9469 -0.13 0.47 0.12
N -0.7939 -0.7161 2.0635 0.30 -0.48 0.10
N -2.8760 3.6824 -1.8454 -0.16 0.06 0.03
N 0.2534 -1.1404 4.1189 0.18 -0.05 0.35
C 0.7699 -1.8933 -4.1975 0.02 0.03 0.01
C 1.0070 -0.5836 -3.5108 0.05 -0.01 -0.03
C -3.0168 -2.3808 -2.1385 -0.05 0.04 -0.05
C -2.6190 2.5444 -1.2515 0.33 -0.21 0.01
C -4.2568 4.1510 -1.5677 0.05 0.00 -0.05
C 3.8491 -2.2338 -0.5518 0.03 0.01 0.02
C -4.8305 2.9982 -0.7144 0.00 0.00 0.00
C 3.7715 2.4028 -2.2172 -0.01 -0.02 0.01
C 0.0362 -0.3577 3.0949 -0.58 0.22 -0.79
C -1.7267 -3.7875 -0.6819 -0.07 -0.09 -0.07
C 2.2988 2.3816 -1.9511 0.08 -0.04 -0.09
C -2.4051 -1.2886 -1.5783 0.07 -0.28 0.10
C -2.6920 -3.6678 -1.6935 0.19 0.21 0.16
C 0.5961 -0.6300 5.4650 0.00 0.06 -0.03
C 3.4738 -1.1970 0.4596 -0.04 0.01 -0.04
C 0.0167 -2.5908 4.0734 -0.05 -0.01 -0.05
C -1.1512 -2.6641 -0.1521 -0.02 0.29 -0.23
C 1.8683 1.3097 3.4764 0.01 0.02 0.06
C -0.1467 1.7857 2.0915 -0.39 -0.45 1.31
H 3.2687 -3.1475 -0.4359 -0.01 0.00 0.00
H 4.1281 1.4659 -2.6450 -0.01 0.00 -0.01
H 0.1436 1.6603 0.9870 0.31 0.26 -0.49
H 2.4229 1.7967 2.6739 0.03 -0.03 0.01
H 0.1842 0.1198 -3.6166 -0.02 -0.01 0.01
H 3.7747 -1.8720 -1.5777 0.00 0.01 0.01
H 0.4530 0.4440 5.5148 0.00 0.02 -0.01
H 4.3401 2.6405 -1.3198 -0.01 0.01 0.00
H 0.7926 -3.0750 4.6620 0.01 0.00 0.03
H 3.9908 -0.2472 0.3423 0.01 0.00 0.01
H -0.3931 -2.7217 0.6127 0.05 -0.02 0.01
H -1.2238 1.7248 2.2573 0.03 0.10 0.00
H -2.2088 4.2079 -2.3914 0.01 0.00 0.01
H 4.8984 -2.4829 -0.3734 0.00 -0.02 -0.02
H -2.6323 -0.2895 -1.9147 0.00 -0.01 -0.03
H -4.2172 5.0953 -1.0292 -0.01 -0.01 0.00
H -0.1619 -2.3530 -3.8701 -0.01 0.00 -0.01
H 1.6185 -0.8914 5.7298 0.03 -0.02 -0.01
H -3.7181 1.1920 -0.1310 0.01 0.01 -0.03
H 1.7539 2.0121 4.3007 0.00 -0.02 0.01
H 0.0868 -2.9593 3.0527 -0.01 0.01 0.00
H -3.7487 -2.2305 -2.9213 0.00 -0.03 0.00
H -5.1730 3.3286 0.2627 -0.01 0.01 -0.01
H -1.4236 -1.4854 2.2561 0.15 -0.11 -0.05
H 1.9531 -0.1208 -3.7813 0.01 -0.01 -0.02
H -0.9517 -2.8428 4.5062 -0.02 0.02 0.00
H 0.1226 2.8254 2.2893 0.29 -0.01 -0.42
H 1.5971 -2.5836 -4.0434 0.00 0.00 0.01
H 3.5431 -1.5430 1.4853 0.00 0.00 -0.01
H 0.6935 -1.6967 -5.2689 0.00 -0.01 0.00
H 1.6915 2.1216 -2.8137 0.01 0.00 -0.01
H -0.0824 -1.0982 6.1756 -0.01 -0.03 0.00
H 3.9598 3.1934 -2.9477 0.01 0.00 0.00
H -4.7924 4.2929 -2.5032 -0.01 0.00 0.02
H -5.6349 2.4666 -1.2182 0.00 0.01 0.01
H -1.4304 -4.7607 -0.3136 0.00 0.00 -0.01
H 1.9232 3.2843 -1.4809 0.00 0.01 0.01
H 2.4266 0.4420 3.8131 0.03 -0.01 0.01
```
Positions in Å, forces in eV/Å.

Summary:
Total charge: +4
Maximum force in eV/Å: 1.4
HOMO level in Ha: -0.7384
Relative energy (zero: lowest compared OMol25 entry of this formula, charge and spin) in eV: 0.119
Frontier orbital gap in eV: 6.47

Entry 3:
Here is C19H38CrGeN3O4 as an isolated structure in a non-equilibrium geometry from the OMol25 dataset. Energies are from wB97M-V/def2-TZVPD.

Structure (XYZ):
```
66
Properties=species:S:1:pos:R:3:forces:R:3
Ge 2.6117 0.2897 1.3077 0.80 0.26 0.31
Cr -0.2598 -0.7122 -0.0981 -1.13 0.29 -0.62
O -0.5007 -0.8347 1.5179 0.42 -0.09 -0.35
O 0.7948 -1.0747 -1.2933 -0.17 0.08 0.55
O -2.8052 -2.3161 -0.3931 -0.06 0.14 -0.09
O 1.5005 1.3181 0.5260 -0.38 -0.11 -0.05
N -1.4202 0.7356 -0.7294 0.20 -0.19 -0.07
N -3.3219 3.6123 0.3348 0.00 0.02 -0.02
N -2.8965 2.7908 -1.7578 -0.07 0.02 -0.08
C -0.5368 -1.3387 2.9550 -0.05 -0.81 1.32
C -1.9622 -1.2062 3.4561 -0.11 0.34 -0.49
C 1.0541 3.6574 1.1672 -0.03 -0.18 0.11
C 2.8513 -2.4379 -1.2140 -0.27 0.23 0.32
C -1.6158 0.8141 -2.0585 -0.11 -0.03 -0.09
C 1.7976 2.8071 0.1646 0.18 0.52 -0.08
C -3.8217 -1.2905 -0.0674 -0.32 0.15 0.04
C -0.0967 -2.7960 2.9141 -0.03 0.10 -0.54
C 0.4264 -0.5032 3.7794 0.14 0.30 -0.49
C 1.3296 3.0352 -1.2517 -0.06 -0.23 -0.03
C 1.9641 -1.5929 -2.1259 1.27 -0.60 -0.80
C 3.3054 2.9515 0.3072 -0.04 -0.31 0.01
C 2.7180 -0.3803 -2.6465 -0.48 0.31 0.19
C -2.7367 2.6953 -0.4224 0.03 -0.02 -0.08
C 1.4106 -2.4128 -3.2831 -0.55 0.05 0.31
C -2.3720 1.8843 -2.5474 -0.04 0.10 0.16
C -1.9515 1.6376 0.1077 0.03 0.11 0.11
C -1.5780 -2.3000 -0.5139 0.07 -0.09 0.17
C -0.9495 -3.5726 -0.9271 0.00 -0.16 0.04
H 3.8412 2.2946 -0.3876 0.01 0.04 -0.03
H 3.6244 2.7504 1.3432 0.02 0.07 0.03
H -2.2495 -0.1634 3.5974 -0.01 -0.02 0.03
H -0.9972 -3.6110 -2.0260 0.05 0.09 0.00
H -3.2942 3.6136 1.3415 0.03 -0.03 0.01
H 1.7242 2.2836 -1.9354 0.03 0.04 -0.01
H -1.7704 1.5423 1.1688 0.06 -0.07 -0.02
H 1.1273 -3.4179 -2.9741 0.01 0.00 -0.03
H -4.2555 -0.9781 -1.0145 0.11 -0.03 -0.07
H 3.3842 -3.1740 -1.8158 0.01 0.02 -0.03
H 0.5629 -1.9200 -3.7623 0.07 0.02 -0.09
H 2.2032 -2.5075 -4.0256 0.02 0.01 0.01
H -3.3744 -0.4738 0.4869 0.11 -0.07 0.02
H -2.5354 1.9961 -3.6144 0.01 -0.02 -0.01
H -2.6686 -1.6914 2.7808 -0.01 -0.07 0.07
H 0.0549 -3.1446 3.9356 -0.02 0.01 0.02
H 2.9918 0.3011 -1.8382 0.07 -0.01 -0.02
H 1.6980 4.0061 -1.5863 -0.02 0.02 0.02
H 0.2281 -0.6989 4.8340 -0.01 -0.01 0.01
H 0.2411 3.0569 -1.3179 0.00 0.00 0.01
H 1.2679 4.7064 0.9552 0.00 0.00 -0.02
H 1.4676 -0.7961 3.6079 0.00 -0.02 0.02
H -0.8554 -3.4308 2.4526 0.01 -0.02 0.04
H -1.1922 0.0651 -2.7102 0.07 0.02 0.03
H 1.3774 3.4573 2.1900 0.00 0.03 0.00
H 2.2708 -2.9844 -0.4671 0.05 -0.11 -0.05
H -2.0277 -1.7086 4.4215 0.02 -0.01 0.01
H 3.6201 3.9713 0.0845 0.03 0.01 0.04
H -4.5733 -1.8182 0.5123 0.08 -0.09 0.03
H 3.6356 -0.7380 -3.1149 0.00 -0.04 0.01
H 0.0873 -3.6774 -0.6174 0.00 0.07 -0.01
H 0.8492 -2.9092 2.3765 0.04 -0.04 0.09
H -3.8702 4.3354 -0.1154 0.00 -0.01 -0.03
H -1.5522 -4.4127 -0.5702 -0.02 0.03 0.05
H 0.2920 0.5684 3.6136 -0.04 0.00 0.07
H 2.1419 0.1639 -3.3952 0.04 0.01 -0.01
H -0.0239 3.5158 1.0904 0.00 0.01 -0.01
H 3.6104 -1.8326 -0.7122 -0.02 -0.01 0.05
```
Positions in Å, forces in eV/Å.

Summary:
Expectation value of S²: 0.83
Total charge: +4
Maximum force in eV/Å: 1.6
HOMO level (alpha / beta) in Ha: -0.7613 / -0.7605
2S+1: 2
Frontier orbital gap (alpha / beta) in eV: 4.99 / 5.53